Entry 1:
Below is a 9-piece molecular cluster, C27H55F2N7O13 overall, with properties calculated with ωB97M-V with the def2-TZVPD basis set.

Net charge: 0
ΔE to the lowest compared entry with this formula, charge and spin in kcal/mol: 151.8
SMILES: O=C1OC[C@@H](F)O1.O=C1OC[C@@H](F)O1.CNC(C)=O.CNC(C)=O.CNC(C)=O.CNC(C)=O.CNC(C)=O.CNC(C)=O.CNC(C)=O

The geometry in XYZ format:
```
104
Properties=species:S:1:pos:R:3:forces:R:3:lowdin_charge:R:1
F -12.473 -9.906 25.216 0.10 -1.48 0.57 0.070
F -17.185 -9.096 17.518 -1.03 0.17 -0.21 0.077
O -10.048 -7.054 21.542 -0.01 -0.77 -1.86 -0.010
O -6.532 -17.887 17.228 -0.40 1.02 0.32 0.020
O -8.772 -13.875 12.169 0.76 2.10 0.54 0.010
O -5.680 -13.053 26.842 0.65 0.06 -0.68 0.061
O -16.059 -6.959 15.752 0.21 -0.07 -1.57 0.054
O -13.381 -7.799 26.983 -3.51 -1.44 0.99 0.044
O -17.489 -7.337 14.010 2.67 -0.93 0.39 0.160
O -12.719 -13.335 18.137 0.44 -0.42 0.73 0.040
O -16.662 -9.015 15.264 -0.26 -1.17 -0.54 0.148
O -14.629 -9.138 25.598 2.77 -0.65 -3.21 0.154
O -9.776 -24.219 15.004 -1.29 -0.19 -0.70 0.020
O -16.060 -21.223 14.078 -0.29 -0.01 0.07 0.019
O -15.533 -8.804 27.536 3.35 0.87 -0.79 0.144
N -7.171 -16.871 15.394 0.07 0.54 -2.24 0.004
N -11.654 -22.993 15.292 0.27 -1.18 -1.35 -0.025
N -13.127 -15.003 19.640 -1.14 -0.02 0.19 -0.034
N -9.938 -6.845 19.301 0.36 1.44 -2.41 -0.002
N -17.727 -20.208 13.041 -0.25 3.51 -1.05 0.006
N -7.290 -14.370 27.587 -2.07 -2.56 0.26 -0.020
N -7.142 -12.371 11.716 2.31 -0.09 -1.21 -0.003
C -16.210 -9.037 16.575 0.60 -2.42 0.49 -0.354
C -7.200 -18.112 14.661 0.61 -0.54 -1.27 -0.076
C -7.270 -15.579 17.496 0.82 -0.55 -0.23 0.005
C -16.675 -7.767 14.802 -3.91 3.02 1.24 -0.492
C -12.814 -14.512 18.462 0.39 0.92 -3.98 -0.563
C -11.839 -24.920 13.870 -1.07 -0.43 -0.92 -0.014
C -16.916 -18.959 13.036 -1.27 -0.92 -0.56 -0.045
C -10.974 -24.049 14.757 1.00 0.52 0.68 -0.522
C -9.425 -9.054 20.227 0.21 2.58 -0.27 0.011
C -12.651 -15.647 17.419 0.99 -1.08 -0.23 -0.014
C -9.855 -7.545 20.406 -0.11 -1.25 4.42 -0.545
C -7.429 -13.784 25.279 0.42 0.68 0.00 -0.001
C -8.252 -12.751 12.331 -1.44 -0.77 0.12 -0.555
C -6.348 -13.270 10.895 -0.33 -1.27 0.49 -0.069
C -12.815 -7.648 25.736 0.19 -1.60 -1.89 -0.123
C -17.175 -21.264 13.562 0.78 -2.65 0.81 -0.610
C -11.080 -21.893 16.037 -0.89 -0.45 -0.12 -0.061
C -10.471 -5.486 19.177 -0.94 0.00 0.21 -0.054
C -6.822 -14.849 28.817 1.73 1.89 2.97 -0.108
C -13.383 -14.252 20.874 0.99 -1.67 -0.63 -0.039
C -13.332 -8.903 24.979 0.69 1.41 0.10 -0.265
C -8.777 -11.667 13.274 0.57 -0.87 0.37 -0.002
C -15.432 -7.806 16.713 0.18 0.90 -0.81 -0.068
C -14.574 -8.645 26.792 -2.29 1.87 3.71 -0.473
C -17.943 -22.570 13.464 -0.20 0.56 -0.22 -0.001
C -6.670 -13.711 26.618 -0.04 -0.13 -1.01 -0.562
C -6.916 -16.850 16.678 0.29 -0.87 3.03 -0.558
H -13.520 -16.003 16.866 -0.40 0.64 0.17 0.076
H -13.806 -15.727 19.450 0.33 -0.52 0.52 0.132
H -11.732 -7.692 25.846 -0.08 0.17 -0.30 0.145
H -11.859 -15.541 16.678 -0.20 1.17 -0.14 0.074
H -17.699 -23.007 12.496 0.46 -0.48 0.26 0.083
H -12.407 -14.452 21.316 -0.54 0.33 1.41 0.086
H -8.001 -12.858 25.346 -0.20 0.07 -0.73 0.082
H -6.766 -13.790 24.414 0.25 0.55 0.28 0.078
H -7.494 -14.381 29.536 -0.02 -0.65 0.68 0.089
H -5.861 -14.418 29.098 0.11 0.53 -0.43 0.086
H -8.237 -14.709 27.501 0.14 0.21 -1.15 0.139
H -5.287 -13.221 11.140 0.05 0.82 -0.55 0.084
H -10.042 -4.846 18.405 0.69 -0.50 0.06 0.081
H -8.189 -10.754 13.375 -0.13 0.29 -1.12 0.068
H -16.900 -18.550 14.046 0.44 0.04 -0.20 0.087
H -6.694 -11.479 11.871 -0.64 -0.07 0.26 0.135
H -11.514 -5.573 18.873 -0.23 0.03 0.12 0.076
H -15.679 -9.986 16.658 0.29 0.17 0.24 0.173
H -19.021 -22.429 13.386 -0.08 0.17 0.40 0.071
H -11.798 -21.923 16.857 0.76 1.23 0.72 0.086
H -10.033 -22.029 16.308 -0.34 -0.50 0.16 0.087
H -9.662 -9.713 21.062 -0.49 0.27 -0.34 0.079
H -12.830 -24.524 13.647 -0.15 0.65 0.58 0.064
H -13.566 -13.178 20.895 -0.44 -0.27 -0.71 0.085
H -17.486 -18.313 12.369 0.38 0.41 0.12 0.079
H -6.597 -15.550 18.353 -0.04 -0.04 -0.05 0.075
H -6.801 -17.956 13.658 -0.90 0.56 -0.44 0.081
H -15.948 -19.211 12.605 0.10 0.43 0.38 0.087
H -15.585 -7.320 17.676 0.75 -0.26 -0.03 0.155
H -13.301 -8.796 23.895 -1.12 0.10 0.07 0.167
H -8.343 -8.921 20.239 0.23 -0.52 -0.33 0.077
H -10.470 -4.934 20.117 0.30 -0.38 0.04 0.084
H -7.164 -14.639 16.954 -0.10 -0.09 -0.20 0.064
H -6.535 -14.301 11.196 -0.58 0.00 0.05 0.077
H -14.181 -14.941 21.151 -0.08 1.05 1.87 0.090
H -6.633 -13.229 9.844 0.50 0.30 -0.04 0.089
H -13.150 -6.832 25.095 -0.05 0.75 0.72 0.136
H -8.285 -15.661 17.884 -0.03 -0.10 -0.19 0.075
H -8.099 -14.617 25.066 -0.06 -0.10 0.82 0.070
H -9.837 -11.499 13.083 0.15 -0.04 0.61 0.087
H -12.649 -22.995 15.115 0.21 0.36 0.08 0.125
H -9.580 -7.262 18.454 -0.26 0.00 0.12 0.136
H -9.790 -9.290 19.228 0.19 -0.92 0.26 0.066
H -17.678 -23.158 14.343 -0.04 -0.28 -0.45 0.084
H -11.131 -20.987 15.432 -0.21 0.20 0.23 0.078
H -11.506 -25.021 12.837 0.93 -0.11 0.26 0.082
H -12.103 -25.916 14.225 0.74 -0.06 0.36 0.081
H -12.247 -16.563 17.851 -0.34 -0.09 0.80 0.067
H -6.487 -18.906 14.885 -0.09 0.28 1.40 0.085
H -8.472 -12.075 14.238 -1.19 -0.40 0.49 0.080
H -8.208 -18.526 14.670 0.11 -0.07 -0.26 0.087
H -14.445 -8.060 16.325 0.52 0.57 0.80 0.147
H -6.599 -15.883 29.081 -0.90 -0.55 -1.03 0.086
H -18.525 -20.154 12.423 0.02 -0.80 0.45 0.140
H -7.134 -16.014 14.862 -0.40 -0.14 0.11 0.139
```
Forces are in eV/Å.


Entry 2:
Below is one molecule with the formula C7H15N, with properties calculated with ωB97M-V with the def2-TZVPD basis set.

Net charge: 0
ΔE to the lowest compared entry with this formula, charge and spin in kcal/mol: 43.3
SMILES: C=CCCNCCC

The geometry in XYZ format:
```
23
Properties=species:S:1:pos:R:3:forces:R:3:lowdin_charge:R:1
N 1.150 -0.132 0.575 -0.01 -1.36 -0.14 -0.084
C -0.280 1.132 -1.099 1.04 0.87 -1.16 -0.189
C 0.758 -1.518 0.737 0.63 -0.57 0.34 -0.266
C -0.715 -2.007 0.618 0.19 -1.16 0.64 -0.235
C -0.759 -3.301 1.506 -1.05 -0.41 0.06 -0.130
C 1.041 0.372 -0.762 -0.64 0.38 -1.29 -0.251
C -0.392 2.567 -0.597 -0.46 -2.49 0.22 -0.196
C -0.665 3.667 -1.272 -0.06 0.56 0.78 -0.010
H -0.849 3.768 -2.336 0.24 -0.30 0.09 0.058
H -1.027 0.466 -0.660 -0.40 0.39 -0.16 0.095
H 0.958 -0.413 -1.538 0.21 -0.59 1.00 0.113
H -1.012 -2.254 -0.409 0.14 0.23 0.15 0.098
H 0.858 0.415 1.366 -0.14 0.57 -0.35 0.106
H -1.134 -3.113 2.538 0.39 0.20 -0.66 0.076
H -1.388 -4.158 1.155 0.44 0.88 -0.12 0.074
H 0.253 -3.668 1.599 0.23 -0.38 0.07 0.046
H -0.765 4.553 -0.653 -0.05 0.22 -0.40 0.049
H -0.361 1.136 -2.211 -0.23 -0.11 0.66 0.114
H 1.388 -2.120 0.020 -0.62 0.39 0.73 0.132
H -0.381 2.493 0.489 0.24 1.03 0.10 0.094
H 1.070 -1.824 1.765 -0.01 0.31 -0.68 0.111
H 1.975 0.825 -1.096 -0.15 0.88 0.26 0.107
H -1.447 -1.326 1.040 0.06 0.47 -0.14 0.090
```
Forces are in eV/Å.


Entry 3:
Below is C5H6BeLiO4 as an isolated structure, with properties calculated with ωB97M-V with the def2-TZVPD basis set.

Net charge: +1
ΔE to the lowest compared entry with this formula, charge and spin in kcal/mol: 149.4

The geometry in XYZ format:
```
17
Properties=species:S:1:pos:R:3:forces:R:3:lowdin_charge:R:1
O -0.042 3.384 0.680 3.39 -1.34 -2.85 -0.123
O -0.908 -0.908 -1.043 1.11 2.09 -0.15 0.035
O -0.116 -2.673 0.124 0.49 0.45 0.36 -0.067
O -2.262 -2.520 -0.383 0.75 0.53 0.28 -0.037
C 0.175 1.057 0.130 7.70 1.02 -1.69 -0.322
C -0.541 2.118 0.793 -1.58 -1.38 -1.31 -0.321
C 1.257 0.322 0.611 0.66 0.75 3.53 0.073
C 0.386 -0.308 -1.035 -3.16 -1.28 -3.32 -0.053
C -1.094 -2.060 -0.367 -1.11 -2.38 -0.01 -0.779
Be 1.174 2.498 -0.301 -3.18 1.35 2.68 0.820
Li -1.470 -4.039 0.571 -0.02 0.42 -0.27 0.854
H 2.269 0.046 0.305 -0.64 -0.07 -1.21 0.117
H 0.469 0.245 -1.980 -0.28 -0.04 0.44 0.137
H -0.748 1.868 1.849 -1.14 0.00 -0.58 0.158
H 1.130 -1.098 -1.187 0.25 0.22 1.41 0.149
H -0.973 1.816 -0.471 -2.76 0.62 2.43 0.235
H 1.292 0.252 1.705 -0.46 -0.99 0.26 0.124
```
Forces are in eV/Å.


no.,Kohn-Sham gap (eV),E (eV),highest occupied orbital energy (eV)
1,9.01,-71371.4578,-9.23
2,9.62,-8990.6133,-8.48
3,6.84,-14064.4278,-12.81